Record 1
Here is 4 unconnected molecules or ions with the total composition C50H33F12N2O8S at a distorted geometry from the OMol25 dataset. Energies are from wB97M-V/def2-TZVPD.

Properties
Calculated total energy: -115176.811 eV
HOMO level: -10.57 eV
F_max: 6.725 eV Å⁻¹
Frontier orbital gap: 5.8 eV
Net charge: +1

Geometry (Å):
S1 4.0383 3.8111 -3.5612
F1 3.8204 3.6954 -1.9272
F2 4.2087 5.4516 -3.3632
F3 5.6969 3.6799 -3.4795
F4 3.5642 1.7899 -5.2509
F5 2.5389 1.6312 -3.2448
F6 4.2043 4.0479 -5.2266
F7 4.2244 -0.2800 -3.1979
F8 9.9046 4.5038 -3.0006
F9 2.3935 4.0800 -3.7850
F10 5.3342 1.2748 -1.9996
F11 11.2673 5.0300 -4.7139
F12 11.9012 3.3462 -3.3556
O1 -0.7718 -2.3375 2.8402
O2 7.9999 2.4074 -2.3256
O3 6.4228 0.3587 5.1946
O4 -9.7572 -3.4763 2.1172
O5 -13.7726 -1.8408 -0.9927
O6 -4.7837 -0.6986 -0.2719
O7 2.4021 1.9854 2.0901
O8 10.8964 1.7016 -5.1524
N1 9.4555 1.3053 -0.4500
N2 8.3606 1.6525 -3.4490
C1 3.8276 -0.2011 6.0717
C2 4.7230 1.7623 2.3516
C3 -8.8143 -1.6816 -1.5401
C4 -3.8684 -1.1007 0.4258
C5 -11.1792 -1.4868 -1.9684
C6 5.5036 0.7046 4.4750
C7 -13.1310 -2.9196 0.9912
C8 3.3185 1.5857 2.7874
C9 -5.7348 -2.6486 3.3031
C10 5.7752 1.3624 3.1742
C11 -0.0929 -1.1242 0.4178
C12 -1.4133 -1.3276 0.8204
C13 1.7281 0.7070 4.4796
C14 3.7619 1.9909 -3.8575
C15 8.5661 2.5546 -4.6328
C16 2.5109 -0.4160 6.4644
C17 -4.6879 -3.1120 4.0969
C18 8.8766 1.9968 -1.2680
C19 -14.4511 -3.1249 1.3933
C20 -9.0821 -2.2642 -0.3072
C21 -13.6714 -4.2520 3.3770
C22 1.4616 0.0445 5.6719
C23 4.0994 0.4681 4.8783
C24 -1.6892 -1.9885 2.1176
C25 -10.6753 -3.1276 1.3939
C26 7.3577 2.1459 1.5304
C27 -4.1440 -1.7786 1.7124
C28 -3.3702 -2.8972 3.7078
C29 7.0942 1.5657 2.7660
C30 -5.4643 -1.9833 2.1132
C31 6.0727 0.7359 -4.3604
C32 -12.0808 -3.3648 1.7945
C33 -10.4014 -2.4677 0.0966
C34 -12.3545 -4.0365 2.9864
C35 4.9903 2.3368 1.1105
C36 6.3043 2.5218 0.6993
C37 10.0904 2.9067 -4.9526
C38 -2.1892 -0.3453 -1.2446
C39 -0.8726 -0.1600 -1.6502
C40 3.0472 0.9116 4.0755
C41 -9.8628 -1.3014 -2.3750
C42 -3.0947 -2.2249 2.5166
C43 -14.7193 -3.7897 2.5842
C44 7.4798 0.4558 -3.6774
C45 10.7716 3.9398 -3.9452
C46 -2.4625 -0.9240 -0.0054
C47 -11.4515 -2.0649 -0.7286
C48 -12.8566 -2.2419 -0.2964
C49 0.1751 -0.5409 -0.8149
C50 4.8745 0.9985 -3.2994
H1 0.4349 -0.1175 5.9824
H2 -3.0013 -0.0419 -1.8971
H3 4.6399 -0.5597 6.6953
H4 1.2028 -0.3875 -1.1284
H5 4.1749 2.6371 0.4603
H6 7.3298 -0.0408 -2.6504
H7 6.0393 1.5899 -5.1077
H8 -2.5597 -3.2581 4.3324
H9 5.7979 -0.2099 -4.9551
H10 7.9168 1.2683 3.4080
H11 -6.2844 -1.6291 1.4975
H12 8.1204 2.1325 -5.6065
H13 10.0880 3.4215 -5.9838
H14 -6.7629 -2.8102 3.6105
H15 -11.9918 -1.1840 -2.6205
H16 8.0527 -0.3229 -4.2986
H17 6.5086 2.9632 -0.2723
H18 -15.2715 -2.7714 0.7776
H19 -11.5430 -4.3965 3.6102
H20 8.3791 2.2994 1.2102
H21 -13.8819 -4.7791 4.3017
H22 -8.2613 -2.5633 0.3360
H23 0.9065 1.0589 3.8645
H24 -15.7466 -3.9519 2.8932
H25 0.7272 -1.4239 1.0619
H26 -7.7869 -1.5282 -1.8540
H27 10.2229 1.0183 -5.3892
H28 8.0104 3.5516 -4.4746
H29 -0.6624 0.2839 -2.6179
H30 -4.8999 -3.6396 5.0209
H31 -9.6532 -0.8580 -3.3428
H32 9.3090 1.2717 -3.2083
H33 2.3017 -0.9413 7.3902


Record 2
Here is a molecular structure, C50H36HfN2OP2S3 at a distorted geometry from the OMol25 dataset. Energies are from wB97M-V/def2-TZVPD.

Properties
Calculated total energy: -109839.531 eV
HOMO level: -13.25 eV
F_max: 2.935 eV Å⁻¹
Frontier orbital gap: 7.2 eV
Net charge: +2

Geometry (Å):
Hf1 -1.0429 1.3646 1.5803
S1 -2.6684 3.1462 0.3995
S2 -2.3416 -0.1822 3.1147
S3 0.4769 -1.0532 0.9598
P1 -2.0919 -0.3577 -0.3954
P2 1.2442 2.2260 0.0418
O1 0.5281 0.0511 2.0473
N1 -1.5630 3.3033 2.9152
N2 -4.7170 1.4442 3.0595
C1 4.6236 -2.1652 -0.3744
C2 5.2497 0.0097 -1.0706
C3 2.9737 -0.3054 0.0024
C4 0.2308 -1.3175 -4.2452
C5 0.8497 -0.7184 -3.2010
C6 1.0851 4.3955 1.7255
C7 2.2686 2.4312 2.6128
C8 2.5172 3.1277 3.8076
C9 -3.2506 -5.9930 1.7660
C10 1.2048 3.4342 -1.2985
C11 -2.3339 -2.1023 0.1635
C12 1.6135 3.0972 1.5289
C13 -4.0360 1.0308 -1.8282
C14 3.7940 1.8096 -0.8593
C15 -6.3066 1.1997 -1.1524
C16 6.0063 -2.3278 -0.9122
C17 1.3205 5.0635 2.9420
C18 0.1090 -0.2936 -2.0868
C19 2.1011 4.5849 -1.4156
C20 0.1345 4.0691 -3.3970
C21 1.9201 5.4258 -2.4774
C22 -4.8158 -0.1097 0.1548
C23 6.4238 -0.8932 -1.2888
C24 2.1201 -1.2832 0.6418
C25 2.1086 4.4693 3.9892
C26 -3.1355 -4.6779 1.0169
C27 -3.8580 -4.0123 0.0956
C28 -2.2086 3.4504 1.9456
C29 0.2077 -3.0257 2.8121
C30 2.7640 1.1287 -0.2689
C31 -1.1844 -1.4282 -4.2515
C32 5.0397 1.3373 -1.2625
C33 -1.2407 -0.5385 -1.9819
C34 0.2994 3.2188 -2.3055
C35 -0.2984 -2.4002 1.6925
C36 -0.4242 -4.1301 3.4083
C37 -5.2827 1.5183 -2.0384
C38 -1.4833 -4.6447 2.6985
C39 0.9390 5.1689 -3.4514
C40 3.7345 -3.0781 0.1286
C41 -2.4048 -5.7883 3.0497
C42 2.5366 -2.5993 0.6440
C43 -1.9951 -3.9973 1.5533
C44 -6.0784 0.4020 -0.0570
C45 -3.7925 0.1848 -0.7269
C46 4.2320 -0.7931 -0.4055
C47 -1.9051 -1.0894 -3.1229
C48 -1.4941 -2.8192 1.0712
C49 -3.7498 0.8082 3.0871
C50 -3.4402 -2.7101 -0.3236
H1 -5.5191 2.1104 -2.9073
H2 6.8179 -0.8364 -2.2953
H3 6.0775 -3.0176 -1.7657
H4 -6.9078 0.0735 0.5200
H5 -4.8140 -4.3189 -0.2732
H6 -7.3181 1.5506 -1.2554
H7 1.0338 6.1092 2.9769
H8 0.7533 -1.5736 -5.1697
H9 -4.6123 -0.7383 0.9969
H10 -0.5944 3.7661 -4.1282
H11 -4.2603 -6.2825 1.9750
H12 -0.1474 -4.5628 4.3612
H13 2.6743 1.4841 2.4718
H14 2.4951 4.9828 4.8414
H15 7.2964 -0.6213 -0.6844
H16 5.8064 1.9872 -1.7140
H17 -3.2424 1.2116 -2.5884
H18 6.6638 -2.8727 -0.2262
H19 -1.9281 -6.6619 3.4665
H20 3.6190 2.8796 -0.9199
H21 2.4865 6.3828 -2.5643
H22 3.1602 2.6228 4.5812
H23 1.0740 -2.5616 3.3077
H24 -2.9810 -5.3943 3.8687
H25 0.6480 4.9467 0.8766
H26 0.8183 5.9163 -4.2157
H27 2.8049 4.7653 -0.6167
H28 -2.9819 -1.1867 -3.0374
H29 4.0310 -4.1391 0.1831
H30 0.6066 0.2027 -1.2598
H31 -2.7672 -6.8275 1.2059
H32 1.9373 -3.4121 1.1528
H33 -4.0594 -2.2075 -1.0473
H34 -1.6936 -1.7340 -5.1233
H35 1.9239 -0.5009 -3.2237
H36 -0.4144 2.3917 -2.2266


Record 3
Here is a molecular structure, C50H38CaN6O10S3 at a distorted geometry from the OMol25 dataset. Energies are from wB97M-V/def2-TZVPD.

Properties
Calculated total energy: -132831.069 eV
HOMO level: -2.02 eV
F_max: 3.795 eV Å⁻¹
Frontier orbital gap: 4.1 eV
Energy relative to the best compared isomer or geometry (same formula, charge and spin): 0.0 kJ/mol
Net charge: -2

Geometry (Å):
Ca1 15.2767 11.5728 15.6083
S1 15.2192 11.0210 18.8227
S2 20.0757 12.2858 14.1754
S3 12.8915 14.0214 17.9079
O1 16.4404 11.3681 18.0637
O2 12.5797 15.4245 18.0875
O3 15.3180 10.3074 7.6433
O4 14.2791 10.6240 17.7259
O5 11.6783 13.1496 17.8660
O6 13.8212 13.8287 16.7790
O7 16.3925 8.4116 7.7824
O8 15.3958 10.0916 19.8846
O9 12.2799 12.0081 14.5368
O10 13.2743 7.8626 16.0323
N1 17.8419 11.6802 15.4563
N2 15.9948 9.4432 13.9464
N3 15.8248 9.3754 8.3033
N4 13.1412 9.9471 15.0380
N5 14.7912 11.5177 12.6410
N6 11.1574 10.6637 15.9923
C1 15.6118 15.0921 14.4000
C2 18.6557 9.7442 16.8506
C3 14.0251 14.4306 21.7220
C4 19.7402 8.8893 17.1458
C5 16.3089 13.9550 14.6657
C6 15.2249 10.5089 10.4524
C7 13.7969 12.4954 10.6825
C8 10.4341 7.1089 15.1934
C9 15.3260 10.5292 11.9119
C10 12.1966 10.9448 15.1212
C11 14.8282 13.3719 22.0417
C12 19.6342 7.6895 18.0898
C13 18.8874 6.5437 17.3739
C14 15.7769 9.4028 9.7340
C15 10.6792 8.2990 20.5641
C16 14.6466 12.4961 19.7385
C17 13.8360 13.6156 19.4023
C18 17.5786 13.7226 14.1207
C19 17.1978 15.6148 12.6622
C20 10.4481 9.8298 18.7097
C21 17.9718 14.5092 13.0431
C22 16.9596 7.2377 13.8672
C23 16.0868 15.9525 13.3816
C24 9.5940 6.4297 14.3218
C25 11.6471 7.7777 18.4274
C26 16.9787 7.2370 12.4978
C27 9.0222 9.0312 15.1254
C28 11.4424 7.4609 19.7465
C29 20.0748 11.0010 15.3273
C30 11.1065 8.9546 17.8658
C31 16.3766 8.3193 14.5357
C32 14.0193 12.4471 12.0634
C33 14.4770 11.5538 9.8902
C34 8.4117 7.0524 13.8770
C35 10.2204 8.4465 15.5557
C36 18.9382 8.0835 19.4395
C37 16.4490 8.3557 11.8120
C38 15.9578 9.4436 12.6049
C39 10.2010 9.4972 20.0651
C40 12.7079 8.9409 15.8025
C41 20.9717 9.1276 16.5209
C42 15.1219 12.3907 21.0911
C43 18.8153 10.7679 15.9017
C44 13.5587 14.5797 20.4297
C45 16.3451 8.3420 10.4123
C46 8.1235 8.3255 14.3204
C47 21.0401 7.1739 18.4953
C48 18.3700 12.5667 14.6216
C49 11.2316 9.2535 16.3637
C50 21.1656 10.1977 15.6220
H1 22.1472 10.4205 15.2021
H2 20.9459 6.3126 19.1967
H3 7.2273 8.8462 13.9891
H4 21.6291 7.9994 18.9352
H5 13.7814 15.2094 22.4407
H6 11.8856 6.5757 20.1791
H7 7.7990 6.5515 13.1675
H8 10.1286 10.8172 18.3561
H9 8.7667 10.0466 15.4440
H10 21.6039 6.8073 17.6108
H11 10.4780 8.0342 21.6019
H12 12.9621 15.4393 20.1435
H13 17.8742 8.3164 19.2986
H14 13.2081 13.3026 10.2607
H15 16.3013 8.3050 15.6252
H16 16.7384 7.5329 9.8356
H17 17.8452 6.8203 17.0507
H18 15.7562 11.5399 21.3357
H19 17.7308 9.6514 17.3659
H20 13.5176 13.1146 12.7713
H21 15.5059 16.8499 13.1803
H22 9.8905 5.4375 14.0001
H23 19.4424 6.2163 16.4898
H24 17.3272 6.3983 14.4457
H25 19.0560 7.2914 20.2069
H26 18.8923 14.3261 12.5128
H27 11.3130 6.6357 15.5636
H28 17.3611 6.4265 11.9002
H29 12.2953 7.1886 17.8049
H30 21.8183 8.5039 16.7485
H31 17.4528 16.1669 11.7721
H32 15.1953 13.2832 23.0540
H33 14.7056 15.3333 14.9555
H34 18.8210 5.6978 18.1037
H35 14.4315 11.5774 8.8080
H36 11.0182 11.4216 16.6672
H37 9.6613 10.2047 20.6796
H38 19.3949 9.0300 19.7988


Record 4
Here is a molecular structure, C50H38ClIN3OP2Sc from the OMol25 dataset. Energies are from wB97M-V/def2-TZVPD.

Properties
Calculated total energy: -118890.491 eV
HOMO level: -7.11 eV
F_max: 0.501 eV Å⁻¹
Frontier orbital gap: 7.1 eV
Energy relative to the best compared isomer or geometry (same formula, charge and spin): 35.6 kJ/mol

Geometry (Å):
I1 -0.6801 0.5384 4.7766
Sc1 0.2727 -0.0674 0.0886
Cl1 0.2273 6.1318 4.5798
P1 -2.6394 -0.9433 0.2673
P2 1.1608 -2.0122 -1.9283
O1 -0.2721 1.0621 1.6355
N1 0.4072 3.2956 0.2721
N2 -0.1281 1.1108 -1.8318
N3 0.0970 -2.0944 0.8005
C1 4.7788 -1.8523 -3.9021
C2 0.1579 -4.4828 -2.9623
C3 0.8688 2.5953 -3.3982
C4 4.7044 1.1683 -1.9386
C5 0.6889 5.7597 1.5516
C6 0.2139 3.3926 1.6125
C7 -1.9290 -3.2026 -4.2762
C8 0.1250 4.6323 3.7032
C9 3.5517 0.1381 -0.0995
C10 -0.7364 -5.2137 -3.7312
C11 3.8096 -2.1198 -2.9434
C12 -3.8510 0.3916 0.6084
C13 -5.0184 -2.4744 0.0386
C14 -3.6724 -4.6730 -0.9793
C15 -0.3772 3.0045 -3.8237
C16 2.1489 -1.1285 -4.3616
C17 -3.6518 -2.3806 -0.2308
C18 -0.1712 3.4868 4.3742
C19 -1.3323 1.5185 -2.2492
C20 -5.5847 1.8765 -0.1989
C21 0.2292 -4.3444 0.9412
C22 -0.9005 -3.9117 1.6916
C23 0.0253 -3.1030 -2.8560
C24 0.3389 4.6183 2.3051
C25 0.7408 4.3732 -0.3881
C26 4.4345 -1.2278 -5.0882
C27 2.2923 1.1989 -1.8326
C28 0.7976 -3.2147 0.4056
C29 0.9842 1.6245 -2.3964
C30 -1.5095 2.4553 -3.2415
C31 2.4857 -1.7625 -3.1632
C32 -5.4817 2.6423 0.9530
C33 -5.7075 -3.6444 -0.2305
C34 -0.9461 -2.5430 1.5808
C35 -5.0346 -4.7465 -0.7409
C36 0.8943 5.6397 0.2120
C37 -2.0377 -1.5913 1.9143
C38 2.2998 0.4676 -0.6213
C39 -2.9843 -3.4921 -0.7376
C40 4.7406 0.4840 -0.7312
C41 -4.7714 0.7681 -0.3715
C42 1.8880 -3.0700 -0.6104
C43 3.4815 1.5249 -2.4839
C44 -0.1197 2.1745 2.3105
C45 -1.7735 -4.5757 -4.3954
C46 3.1120 -0.8676 -5.3188
C47 -0.2828 2.2675 3.6796
C48 -1.0384 -2.4744 -3.5038
C49 -4.5554 2.2953 1.9245
C50 -3.7435 1.1833 1.7533
H1 3.6122 -0.4045 0.8413
H2 0.9111 4.2596 -1.4520
H3 5.1914 -1.0244 -5.8342
H4 -0.3278 3.5140 5.4426
H5 5.8067 -2.1361 -3.7178
H6 1.7553 3.0343 -3.8293
H7 -6.1162 3.5076 1.0884
H8 2.7534 -2.5257 -0.2207
H9 5.6925 0.2109 -0.2925
H10 -1.6523 -0.7525 2.4872
H11 0.9630 -4.9950 -2.4522
H12 0.5723 -5.3572 0.8020
H13 -1.1761 -1.4043 -3.3811
H14 -2.5044 2.7578 -3.5331
H15 -6.7678 -3.7031 -0.0214
H16 -2.1843 1.0701 -1.7514
H17 5.6208 1.4212 -2.4552
H18 -2.8458 -2.0679 2.4710
H19 2.2353 -4.0413 -0.9660
H20 -4.4561 2.8939 2.8206
H21 -0.6226 -6.2876 -3.8111
H22 -4.8545 0.1821 -1.2801
H23 1.1197 -0.8414 -4.5449
H24 4.0971 -2.6081 -2.0217
H25 -5.5728 -5.6641 -0.9398
H26 -1.6103 -4.5284 2.2186
H27 -3.1368 -5.5327 -1.3543
H28 -5.5438 -1.6350 0.4738
H29 -1.9143 -3.4475 -0.9096
H30 -0.4692 3.7593 -4.5935
H31 -2.7502 -2.7031 -4.7737
H32 3.4775 2.0421 -3.4352
H33 -6.2984 2.1458 -0.9669
H34 -3.0173 0.9495 2.5155
H35 1.1689 6.4933 -0.3915
H36 2.8354 -0.3813 -6.2447
H37 -2.4724 -5.1514 -4.9881
H38 0.7866 6.7139 2.0505


- Look up the frontier orbital gap of the fourth one.
  7.1 eV


- What is the calculated total energy in the first record?
  -115176.811 eV


- The highest HOMO level belongs to which entry?
  C50H38CaN6O10S3


- Look up the HOMO level of the second one.
  -13.25 eV